# 1
105
Properties=species:S:1:pos:R:3:forces:R:3 method="wB97M-V/def2-TZVPD" spin_multiplicity=2 charge=-2 e_lumo_ev="3.6421 / 3.6416" homo_lumo_gap_ev="4.5 / 4.5"
Sb -0.389262 -3.829833 0.288955 0.212 -0.204 0.294
Se 0.647605 -0.981207 -1.983878 0.000 0.027 -0.774
Cr -0.261802 -0.373931 0.247646 0.282 -1.093 -1.375
Cl 0.204679 7.050499 -0.048053 0.019 -0.156 0.028
Cl 2.957479 2.936553 2.071732 -0.159 0.067 -0.232
S 1.293954 -2.050226 0.723894 -0.007 -0.554 0.693
S 0.070081 -4.803071 -1.715659 0.028 -0.068 -0.185
S -1.919750 -1.979599 -0.108131 -0.418 0.823 0.617
P -0.550612 0.004564 2.548276 -0.102 -0.309 0.473
P 3.188156 -0.146236 -0.619563 0.522 0.096 0.090
F -1.032418 0.627546 -7.593149 -0.121 0.125 -0.401
F 0.021649 -1.806090 -7.087187 0.028 -0.113 -0.107
F -1.370202 2.405440 -5.576212 -0.131 0.326 -0.039
F -0.663929 1.763750 -3.084178 -0.114 0.521 0.501
F 0.725935 -2.485552 -4.598282 0.082 -0.172 0.009
O -1.563247 0.936490 -0.392979 0.057 4.224 -0.311
O 1.012339 1.236015 0.579941 -0.793 1.813 0.286
O 2.688787 -0.087082 2.390483 -0.086 -0.018 -0.085
C 2.902473 3.282107 -2.850680 0.017 -0.001 0.094
C 4.747399 -3.552086 -2.299219 -0.019 0.072 0.084
C -0.692800 0.296212 -6.341992 0.026 -0.009 0.102
C -0.154964 -0.943897 -6.074018 0.076 -0.096 0.103
C -1.475435 2.222264 -0.512301 -1.125 -3.888 -0.255
C 4.999049 -1.813619 5.171645 -0.032 -0.003 -0.004
C -0.549900 4.455271 -0.300015 -0.102 -0.686 0.067
C 4.753657 3.643618 -1.373825 -0.015 0.016 0.095
C 4.961856 -0.377038 3.143312 -0.113 -0.030 0.014
C 6.306286 -0.482027 2.803304 0.091 -0.001 -0.010
C 0.015936 -0.411091 -3.705482 -0.038 0.083 0.250
C 1.506822 4.855187 0.884070 -0.064 -1.363 -0.049
C 0.792899 -0.062726 3.833258 0.225 -0.170 -0.090
C -1.744294 -1.132832 3.367350 0.073 -0.100 0.090
C -0.866922 1.191146 -5.312211 0.058 -0.138 0.180
C 0.196974 -1.283642 -4.782628 -0.137 0.171 0.015
C 4.416966 -0.245991 0.771371 0.119 0.130 -0.148
C 4.316693 -2.594286 -1.391462 -0.105 -0.029 -0.050
C 0.312680 -0.088403 5.140569 0.059 0.116 -0.024
C 3.045447 -0.327805 4.747597 0.003 0.043 -0.103
C 3.907776 4.110141 -2.368953 -0.023 0.059 -0.006
C 4.553079 -0.452660 4.601298 0.023 -0.034 0.002
C -2.132926 -3.423904 4.039872 -0.027 0.039 0.036
C 1.648141 3.474884 1.044182 0.904 1.434 0.507
C -0.410010 3.051867 -0.136161 1.581 1.136 0.563
C 4.030089 -1.291368 -1.804341 0.036 0.232 0.076
C 5.233382 0.686137 5.381675 -0.017 0.030 0.018
C 4.917515 -3.220771 -3.635908 0.016 0.042 -0.047
C 0.778647 2.523499 0.492064 -0.849 -2.097 -0.527
C -0.472453 2.674748 3.442459 -0.112 -0.012 0.115
C 1.146703 -0.236681 6.231716 -0.121 0.044 0.140
C 2.502166 -0.370571 6.021390 0.013 -0.007 0.075
C 5.771677 -0.375970 0.481497 0.015 -0.001 0.264
C -0.951401 3.974461 3.529647 0.011 0.016 -0.063
C 6.721714 -0.479635 1.485920 0.054 -0.018 -0.009
C 0.402244 5.315895 0.181322 -0.286 0.333 -0.233
C 4.022929 -0.242179 2.123605 0.092 -0.022 -0.102
C -2.985472 -0.786981 3.885167 0.013 -0.029 0.003
C -2.997623 3.286124 2.483322 0.006 -0.018 -0.085
C -3.381935 -3.073874 4.538209 0.006 0.019 0.001
C 4.657752 -1.923022 -4.054627 -0.015 -0.026 0.008
C 2.746861 2.005661 -2.329444 -0.039 0.071 -0.031
C -1.246854 1.666478 2.871186 0.148 0.076 0.011
C -2.216892 4.282035 3.053094 0.030 0.077 0.011
C -3.801182 -1.755657 4.463322 -0.024 0.057 -0.013
C -2.506668 1.994386 2.367670 0.015 0.010 0.011
C 4.600978 2.360905 -0.860703 -0.044 0.108 -0.127
C -0.513024 0.834061 -4.022965 0.123 -0.541 -0.498
C -1.324801 -2.460577 3.463106 0.045 0.019 0.008
C 4.215357 -0.968184 -3.147981 0.016 -0.069 0.006
C 3.596463 1.514952 -1.332592 0.287 -0.118 0.125
C 2.192817 -0.167202 3.647410 -0.015 0.016 -0.031
H 3.999621 0.032623 -3.499185 -0.020 0.020 -0.002
H -0.348030 -2.729705 3.079763 0.036 -0.049 -0.072
H -3.323610 0.238861 3.854450 -0.046 0.005 0.014
H -0.322635 4.752628 3.946602 -0.010 -0.023 0.009
H 6.081681 -1.930778 5.090930 -0.026 0.001 0.018
H -2.346075 2.720685 -0.949508 -0.045 -0.067 -0.005
H 6.320492 0.620248 5.296825 -0.045 0.008 0.011
H 4.718845 -1.908692 6.223895 0.035 0.006 -0.045
H -3.086497 1.240303 1.851316 -0.042 -0.045 -0.013
H -0.753449 0.010281 5.297655 0.010 -0.041 0.057
H -4.025752 -3.824188 4.982637 0.016 0.001 -0.012
H 4.913752 1.653229 4.986639 0.029 -0.029 0.018
H 1.938245 1.379925 -2.678809 -0.065 -0.098 -0.020
H -2.580585 5.302207 3.099659 -0.018 -0.031 0.025
H 4.160158 -2.870279 -0.356209 -0.057 -0.021 0.017
H 2.220018 3.637102 -3.614272 -0.006 -0.018 0.001
H 4.776346 -1.656695 -5.099693 -0.002 0.006 0.033
H 4.969366 0.644780 6.441306 0.035 0.007 -0.040
H 7.046869 -0.576244 3.591134 -0.044 -0.012 -0.021
H 0.741773 -0.252861 7.236240 -0.023 -0.018 -0.026
H 4.918159 -4.567834 -1.961458 0.000 0.033 -0.009
H 3.158795 -0.510376 6.873180 -0.013 0.029 -0.033
H 6.079527 -0.398406 -0.556925 -0.008 0.014 0.020
H 4.523052 -2.623663 4.615432 0.025 0.027 0.024
H 2.235658 5.534194 1.301481 -0.005 -0.033 0.034
H -3.978317 3.524325 2.090418 -0.021 -0.004 -0.013
H -1.436263 4.833642 -0.797843 0.057 0.024 0.028
H 5.230930 -3.971530 -4.352528 -0.005 0.007 0.027
H 5.263045 2.030236 -0.073626 0.022 -0.014 0.036
H -1.791306 -4.450522 4.089227 0.012 0.022 -0.042
H 4.016485 5.119287 -2.749599 0.017 -0.011 -0.023
H 0.516814 2.441264 3.814471 0.031 0.031 -0.019
H 5.527998 4.289763 -0.974061 0.012 -0.012 -0.017
H -4.771822 -1.471892 4.854965 0.020 0.007 -0.008
H 7.774394 -0.569804 1.243531 -0.019 0.002 -0.001



# 2
97
Properties=species:S:1:pos:R:3:forces:R:3 method="wB97M-V/def2-TZVPD" spin_multiplicity=3 charge=+1 e_lumo_ev="-4.8744 / -4.7009" homo_lumo_gap_ev="5.4 / 5.6" relative_energy_kcal_mol=0.0
Mo 0.496499 0.226048 -0.076197 0.037 -0.145 0.042
Cl 5.630894 -1.744131 7.601401 -0.002 0.001 -0.004
Cl -5.567221 5.050279 5.289281 0.006 -0.002 -0.003
Cl 6.630614 -4.458747 -5.541376 -0.005 0.004 0.004
Cl -4.293179 2.751241 -7.824570 0.004 -0.002 0.007
Si -0.881254 -1.862329 0.393192 0.084 0.008 0.020
N 0.831784 0.091749 -2.081088 -0.015 0.047 0.145
N 0.555389 0.931526 1.826826 0.042 -0.041 -0.105
N -1.078830 1.545603 -0.468827 0.149 -0.023 -0.068
N 2.345502 -0.712442 0.247707 -0.203 0.211 -0.043
C -3.085377 0.964886 -4.475142 -0.006 0.018 0.001
C 4.283643 -1.895604 -0.056471 -0.012 0.020 -0.009
C 5.845320 -2.240754 -4.221296 -0.001 0.001 -0.006
C 5.545567 -3.555756 -4.539946 0.002 -0.017 -0.005
C 3.701529 -2.157427 5.761650 0.003 0.013 -0.009
C -1.166706 1.322199 -2.911886 0.013 -0.016 -0.002
C 4.973014 -1.521090 -3.418837 0.017 0.025 0.004
C -4.724734 3.035446 3.705075 0.037 0.012 -0.008
C 3.309755 -0.681162 3.893351 -0.028 -0.044 0.007
C 1.500665 -0.787471 -4.081210 -0.005 0.014 -0.010
C -1.617124 1.829337 -1.697312 -0.036 0.051 0.002
C -1.795728 2.251476 0.457181 -0.099 -0.045 0.038
C -3.293164 -0.920760 -0.781843 0.003 -0.025 -0.034
C 4.738610 -1.336061 6.175726 0.009 -0.006 0.014
C 4.389745 -4.159190 -4.068533 0.005 0.022 -0.002
C 2.530894 -0.338831 2.664782 0.009 0.012 -0.016
C -2.252096 3.064608 -6.088414 -0.007 -0.005 0.001
C -0.364728 -2.503177 2.071757 0.008 -0.067 -0.025
C -1.940486 1.680081 -4.138674 -0.025 -0.027 0.010
C -5.346197 -0.513123 0.394104 -0.014 -0.011 0.013
C -3.437774 -1.391157 1.563978 -0.004 0.045 -0.008
C -0.466616 1.638422 2.454449 -0.038 0.012 -0.037
C -2.681821 -1.377133 0.389987 -0.031 0.051 0.058
C 1.792135 -0.703924 -2.691798 0.003 -0.024 0.006
C -3.389086 2.339018 -6.407635 -0.017 0.002 -0.021
C -0.451174 -3.067725 -0.972142 -0.053 0.008 -0.020
C -3.787809 2.401149 2.904914 -0.025 0.022 -0.024
C 4.352421 0.130114 4.325260 0.000 0.028 -0.006
C -0.050773 0.498062 -3.076646 0.055 0.047 -0.031
C 0.373786 -0.056776 -4.315757 -0.022 -0.025 0.011
C 0.897505 0.901232 4.087246 -0.018 -0.051 -0.008
C -3.159734 4.832830 4.091272 0.004 -0.005 0.002
C -2.227726 4.186846 3.293331 0.020 0.008 0.034
C 3.810303 -2.108669 -2.935030 -0.055 -0.079 -0.006
C 2.991245 -1.824840 4.618675 0.022 -0.017 0.011
C 5.071673 -0.193334 5.465675 -0.002 -0.002 0.003
C -4.761368 -0.966670 1.566666 -0.001 -0.037 -0.031
C 3.526295 -3.430133 -3.265782 0.026 -0.012 0.008
C -1.550668 2.259009 1.829050 0.053 0.029 0.040
C -1.530223 2.729217 -4.953330 0.019 0.002 -0.014
C -4.609611 -0.491113 -0.784414 -0.002 0.013 0.004
C 2.868004 -1.342101 -2.065108 0.025 0.073 -0.003
C -3.813338 1.287852 -5.609740 0.011 0.005 0.015
C -2.833951 2.993482 -0.208907 0.013 -0.005 0.029
C 2.979392 -0.856727 1.454003 0.045 -0.036 0.042
C 4.189589 -1.616030 1.263615 -0.037 -0.002 0.004
C 3.133776 -1.311464 -0.700736 0.028 -0.098 -0.012
C -2.721627 2.737207 -1.532480 0.005 -0.054 -0.020
C -0.246067 1.606585 3.859441 0.007 0.007 -0.013
C 1.397899 0.461940 2.829770 0.018 0.079 0.021
C -2.533919 2.969656 2.696277 -0.054 -0.053 -0.029
C -4.400962 4.249548 4.291631 -0.027 0.004 0.015
H -2.725971 -0.895307 -1.708503 -0.007 -0.012 0.008
H 0.621674 -3.271779 -0.990876 0.000 0.004 0.011
H -0.980239 -4.008204 -0.797214 0.020 -0.013 -0.024
H -1.256315 4.637955 3.131102 -0.001 0.002 -0.004
H -5.068245 -0.137856 -1.699810 0.008 -0.002 -0.004
H -0.893895 2.058835 4.592047 -0.001 -0.006 0.000
H 2.079726 -1.345721 -4.798215 0.001 -0.007 0.007
H -3.538722 3.642151 0.284327 -0.005 -0.002 -0.009
H -5.698232 2.597102 3.874756 -0.006 0.002 0.003
H 4.606355 1.022995 3.766996 -0.002 -0.002 -0.001
H -6.376732 -0.182482 0.394549 -0.002 0.001 -0.001
H 3.457258 -3.044684 6.328756 0.000 0.000 0.000
H -2.931153 5.782114 4.554995 0.006 0.002 -0.004
H -2.996699 -1.734961 2.492550 0.004 -0.015 -0.003
H -0.640746 3.292204 -4.698029 0.000 -0.001 0.001
H -0.582619 -1.792614 2.871338 0.003 0.009 -0.001
H 5.884078 0.433575 5.805456 0.000 0.002 -0.002
H 0.706119 -2.716585 2.085528 0.002 -0.001 -0.006
H -0.745683 -2.692045 -1.954325 0.004 0.002 0.000
H -0.134541 0.080562 -5.255986 0.007 0.013 -0.002
H -3.410881 0.144091 -3.846792 0.001 0.000 -0.003
H 4.876978 -1.884285 2.048900 0.007 0.007 -0.003
H 6.751386 -1.788849 -4.599854 -0.001 0.004 0.002
H 2.622218 -3.896344 -2.892243 -0.001 0.008 0.001
H 5.066654 -2.433542 -0.565000 -0.005 -0.008 0.000
H 4.173784 -5.186363 -4.326870 0.000 0.000 -0.001
H -1.939936 3.881534 -6.723741 0.005 0.002 0.004
H -5.335948 -0.995504 2.483826 -0.004 -0.003 0.008
H 1.346546 0.671334 5.039456 0.009 0.012 -0.001
H 2.179158 -2.462685 4.290304 -0.002 0.007 -0.010
H -4.030378 1.453600 2.436219 0.019 0.047 0.017
H -0.895745 -3.435508 2.283510 0.003 0.010 0.033
H -4.701441 0.732443 -5.876951 0.000 0.000 -0.001
H 5.201659 -0.492398 -3.168023 -0.005 -0.001 0.002
H -3.321850 3.126425 -2.338332 0.005 0.021 0.007